Record 1
{"formula": "C11H17OP", "method": "the ωB97M-V functional and the def2-TZVPD basis", "gap_ev": [7.1, 6.8], "energy_ev": -23015.669, "species": ["C", "C", "C", "C", "C", "C", "C", "C", "C", "C", "C", "O", "P", "H", "H", "H", "H", "H", "H", "H", "H", "H", "H", "H", "H", "H", "H", "H", "H", "H"], "positions_angstrom": [[-1.639257, 1.900336, 2.573003], [-1.139796, 0.702595, 2.781664], [-1.603583, 2.432058, 1.273766], [-0.526064, -0.034706, 1.737408], [-1.109890, 1.688606, 0.218600], [-0.380123, 0.448577, 0.459500], [2.937200, -0.323227, -0.077787], [0.504132, -0.913197, -2.926820], [1.600680, -1.080349, 0.027714], [0.558152, 0.199508, -1.863538], [0.489830, -0.305257, -0.499840], [-2.079772, -1.976147, 0.888800], [-1.616030, -2.075550, -0.667657], [-1.977910, 2.666096, 3.279103], [-1.155432, 0.137182, 3.706996], [-2.064438, 3.408299, 1.102124], [-0.004155, -0.849566, 2.149938], [-1.001468, 2.123071, -0.726952], [2.737268, 0.529880, 0.515968], [3.201846, -0.022559, -1.096442], [3.719951, -0.889063, 0.341796], [0.235492, -0.418328, -3.800585], [-0.112893, -1.664087, -2.641746], [1.449161, -1.243287, -3.148352], [1.562491, -1.997013, -0.593167], [1.536651, -1.329928, 1.074919], [1.558602, 0.762643, -1.850604], [-0.177205, 0.954318, -2.072430], [-2.990688, -1.868358, 1.090383], [-2.512751, -0.962548, -1.255762]], "forces_ev_per_angstrom": [[-1.1, 4.0, -0.6], [1.1, -3.5, 0.1], [-0.5, -0.6, -0.9], [-0.1, 1.6, 1.5], [1.6, -1.1, 1.2], [-0.1, 0.7, -0.1], [-1.2, -0.2, -1.1], [1.1, 3.5, 0.8], [1.2, -1.5, -1.0], [1.9, 0.4, -0.5], [-4.6, 0.8, 1.7], [1.1, -0.5, 0.3], [0.1, 1.8, -1.0], [-0.1, -1.0, 0.5], [-0.1, 0.6, 0.4], [0.3, -0.3, -0.1], [0.4, -1.3, -0.3], [-0.3, 0.7, -1.3], [0.4, 1.3, 0.6], [0.0, -0.1, 0.2], [1.0, -0.7, 0.5], [-1.1, 0.5, -1.8], [-1.9, -2.2, 0.6], [2.4, -1.3, -0.2], [0.7, 0.0, 0.6], [-0.5, -0.3, 0.1], [-1.2, -0.6, -0.7], [-0.5, 0.1, 0.0], [-1.2, 0.3, 0.1], [1.1, -1.2, 0.6]]}



Record 2
{"formula": "C11H18", "method": "the ωB97M-V functional and the def2-TZVPD basis", "gap_ev": 9.7, "smiles": "CCc1ccccc1.CCC", "energy_ev": -11697.372, "species": ["C", "C", "C", "C", "C", "C", "C", "C", "H", "H", "H", "H", "H", "H", "H", "H", "H", "H", "C", "C", "C", "H", "H", "H", "H", "H", "H", "H", "H"], "positions_angstrom": [[0.519476, -0.956391, -1.644923], [0.910397, -1.139062, -3.122948], [-0.829788, -0.281369, -1.504990], [-1.714611, -0.784653, -0.513752], [-0.955201, 1.064128, -2.065631], [-2.910501, -0.052356, -0.478699], [-2.098689, 1.818623, -1.843139], [-3.112668, 1.226433, -1.063685], [0.589066, -1.883223, -1.139595], [1.371431, -0.452612, -1.043674], [1.382169, -0.179935, -3.408756], [-1.679771, -1.764003, -0.085976], [0.018714, 1.375503, -2.526763], [-3.684740, -0.429851, 0.209123], [-2.236301, 2.760291, -2.245612], [-3.964185, 1.719021, -0.705062], [0.033101, -1.357483, -3.743739], [1.705990, -1.897023, -3.290463], [1.608142, 0.325887, 3.333790], [0.444130, 0.718404, 2.338132], [2.542038, -0.696232, 2.744789], [1.976150, 1.369701, 3.545576], [1.176617, 0.011374, 4.300174], [0.777288, 0.646073, 1.301390], [2.262607, -1.141426, 1.786301], [3.489173, -0.254260, 2.537626], [0.058943, 1.660687, 2.362469], [-0.407956, 0.102244, 2.525146], [2.728978, -1.528489, 3.442893]], "forces_ev_per_angstrom": [[1.4, 0.7, -0.1], [1.1, 0.6, 0.2], [1.2, 1.3, 1.9], [-1.2, 2.0, -3.5], [1.0, -2.4, 0.8], [-0.4, 0.6, 1.3], [-0.1, -2.5, 1.0], [2.0, -2.0, 0.4], [-0.8, -1.4, 0.4], [-1.3, 0.1, -1.2], [-0.5, -0.4, -0.5], [0.5, -0.3, 0.3], [-1.5, 0.2, 0.0], [0.2, 0.3, -0.5], [-0.1, 1.9, -0.7], [-1.2, 0.9, -0.2], [0.3, 0.1, 0.1], [-0.6, 0.3, 0.2], [-2.1, 2.5, -0.3], [1.4, -2.8, 0.0], [0.6, -0.7, 0.4], [0.9, -1.4, 0.0], [0.1, -0.1, -0.5], [0.0, -0.5, 0.0], [-0.6, 0.1, 0.2], [0.9, 0.3, -0.1], [-0.6, 3.0, 0.8], [-0.6, -0.8, -0.4], [-0.1, 0.3, -0.3]]}



Record 3
{"formula": "C11H18B2BrF4N5O6Ti", "method": "the ωB97M-V functional and the def2-TZVPD basis", "gap_ev": [7.6, 7.1], "spin_multiplicity": 3, "energy_ev": -136823.009, "species": ["Ti", "C", "C", "N", "O", "B", "F", "F", "O", "N", "C", "C", "C", "N", "O", "B", "F", "F", "O", "N", "C", "C", "C", "H", "H", "H", "H", "H", "H", "H", "H", "H", "H", "H", "H", "N", "C", "C", "C", "O", "O", "H", "H", "H", "H", "H", "H", "Br"], "positions_angstrom": [[-0.012814, -0.093063, -0.288428], [-2.391559, 2.571150, -2.689527], [-1.733298, 1.429830, -2.002247], [-1.337351, 1.456255, -0.784471], [-1.537559, 2.562433, -0.035768], [-2.149307, 2.208965, 1.310234], [-3.310309, 1.480098, 1.071217], [-2.328513, 3.385114, 1.971863], [-1.243722, 1.359826, 2.178345], [-0.989645, 0.148332, 1.640784], [-1.296118, -0.895783, 2.316770], [-1.965277, -0.861340, 3.645125], [-0.982421, -2.179071, 1.617342], [-0.381734, -2.020948, 0.500430], [-0.130498, -3.101105, -0.281623], [-1.116920, -3.177419, -1.429922], [-2.398622, -3.086788, -0.897245], [-0.849652, -4.328442, -2.104357], [-0.929272, -2.045597, -2.429696], [-1.168628, -0.835152, -1.908428], [-1.517456, 0.117928, -2.693693], [-1.701127, -0.049710, -4.158969], [-1.423930, -3.496184, 2.145450], [-2.608311, 3.354589, -1.970163], [-3.313182, 2.247678, -3.172880], [-1.728784, 2.965339, -3.463278], [-2.427784, 0.110437, 3.790985], [-1.236515, -1.020362, 4.443929], [-2.714812, -1.648135, 3.713429], [-1.897641, -1.094075, -4.385870], [-0.777380, 0.237590, -4.668593], [-2.506493, 0.576782, -4.535696], [-1.256547, -3.560800, 3.219941], [-0.902481, -4.294962, 1.626944], [-2.493842, -3.613585, 1.956517], [3.522047, 0.235912, 1.227099], [4.393050, -0.390396, 0.228294], [3.669821, -1.450425, -0.599184], [2.769075, -0.813205, -1.637543], [3.123678, -0.621245, -2.770115], [1.597010, -0.425703, -1.167184], [4.008834, 0.884374, 1.831194], [3.008496, -0.433575, 1.787760], [5.248628, -0.853519, 0.729630], [4.779762, 0.393854, -0.423250], [3.088295, -2.111272, 0.048763], [4.412426, -2.044392, -1.127182], [1.681608, 1.989127, 0.713743]], "forces_ev_per_angstrom": [[0.6, -0.2, 0.3], [-0.1, 0.0, 0.0], [0.0, 0.0, -0.1], [0.1, 0.1, -0.1], [0.0, 0.0, 0.1], [0.0, 0.0, 0.0], [0.0, 0.0, 0.0], [0.0, 0.0, 0.0], [0.0, 0.1, 0.0], [0.0, -0.1, -0.3], [0.0, 0.0, 0.1], [0.0, 0.0, 0.0], [-0.1, 0.0, 0.1], [0.2, 0.3, 0.0], [0.0, 0.0, -0.1], [0.1, 0.0, -0.1], [0.0, 0.0, 0.0], [0.0, 0.0, 0.0], [0.0, -0.1, 0.0], [0.0, 0.0, 0.0], [-0.1, 0.0, 0.0], [0.0, 0.0, 0.0], [0.0, 0.0, 0.0], [0.0, 0.0, 0.0], [0.0, 0.0, 0.0], [0.0, 0.0, 0.0], [0.0, 0.0, 0.0], [0.0, 0.0, 0.0], [0.0, 0.0, 0.0], [0.0, 0.0, 0.0], [0.0, 0.0, 0.0], [0.0, 0.0, 0.0], [0.0, 0.0, 0.0], [0.0, 0.0, 0.0], [0.0, 0.0, 0.0], [-0.1, 0.1, 0.0], [0.0, 0.0, 0.0], [0.0, 0.0, 0.0], [0.0, 0.2, 0.0], [0.0, 0.0, 0.0], [-0.5, -0.1, 0.1], [0.0, 0.0, 0.0], [0.0, 0.0, 0.0], [0.0, 0.0, 0.0], [0.0, 0.0, 0.0], [0.0, 0.0, 0.0], [0.0, 0.0, 0.0], [0.0, -0.2, 0.1]]}



Record 4
{"formula": "C11H18B5KMgN3O10", "method": "the ωB97M-V functional and the def2-TZVPD basis", "gap_ev": 3.6, "total_charge": 1, "energy_ev": -61794.322, "species": ["N", "C", "C", "B", "O", "B", "C", "B", "O", "O", "O", "B", "B", "N", "O", "O", "H", "H", "H", "H", "H", "H", "H", "H", "H", "H", "H", "H", "H", "C", "C", "C", "O", "C", "C", "C", "O", "O", "O", "H", "H", "Mg", "C", "C", "N", "H", "H", "H", "K"], "positions_angstrom": [[-0.714859, -2.290463, -0.481413], [-1.287361, -1.395439, 0.545406], [-0.948833, 0.095944, 0.247264], [-2.056039, 0.773809, -0.578908], [-2.931580, 1.720070, -0.092912], [-2.684893, 2.916575, -0.745090], [-2.264747, 4.175433, 0.027018], [-0.719285, 4.390530, -0.228770], [0.183764, 3.836074, 0.652746], [-0.309691, 5.090226, -1.325208], [-2.704949, 2.877889, -2.166836], [-1.942007, 1.794270, -2.537351], [-0.597943, 1.877213, -3.580595], [0.664909, 2.243689, -2.919168], [-0.604206, 1.534461, -4.981195], [-2.176310, 0.544838, -1.988674], [0.281439, -2.090591, -0.539367], [-1.087656, -1.988208, -1.373873], [-2.362411, -1.540085, 0.471040], [-0.921973, -1.694223, 1.516079], [-0.024691, 0.114419, -0.332496], [-0.753428, 0.689894, 1.135871], [-2.379140, 4.004697, 1.093019], [-2.805842, 5.065851, -0.279547], [0.882153, 3.341274, 0.222041], [0.611569, 5.341859, -1.222534], [1.408937, 1.580988, -3.132151], [1.002359, 3.184435, -3.142625], [0.296695, 1.226656, -5.167572], [1.191976, -4.439152, 1.282430], [2.277463, -3.868286, 0.520715], [3.566072, -4.653868, 0.523470], [4.529871, -4.323366, -0.127457], [3.608002, -5.828224, 1.373492], [2.527354, -6.400349, 2.151353], [1.201556, -5.673528, 2.049787], [0.198982, -6.074478, 2.586834], [2.646382, -7.388687, 2.831895], [2.189386, -2.831768, -0.102162], [0.239675, -3.916469, 1.287091], [4.575348, -6.322199, 1.400684], [0.523640, 3.854102, -5.037624], [0.082221, 1.986954, 4.346170], [0.043273, 0.644329, 3.793058], [0.015101, -0.410580, 3.347040], [0.288666, 2.702997, 3.552083], [-0.875561, 2.223654, 4.804205], [0.863291, 2.051478, 5.100251], [-2.746678, 1.245355, -4.777514]], "forces_ev_per_angstrom": [[0.0, 0.4, 0.2], [0.2, -0.1, -1.2], [0.0, 0.0, 0.1], [-0.7, -0.8, 0.2], [0.8, 0.2, 0.0], [-1.3, 0.5, 0.4], [0.3, 0.3, 0.1], [-0.3, 0.0, 0.1], [-0.3, -0.4, 0.1], [0.0, 0.0, -0.1], [1.0, -0.2, 0.2], [-0.3, 0.3, 0.0], [1.0, 0.3, -0.1], [-0.4, -0.8, 0.0], [2.1, -0.6, 1.8], [0.9, 0.5, 0.0], [0.0, -0.3, 0.1], [-0.1, -0.2, -0.2], [-0.2, -0.1, 0.5], [-0.1, 0.1, 0.3], [0.2, -0.1, 0.0], [-0.1, -0.1, 0.3], [-0.2, 0.0, 0.1], [-0.1, 0.1, -0.2], [0.5, 0.2, 0.0], [0.3, 0.1, -0.2], [0.3, 0.2, 0.0], [0.0, -0.4, 1.0], [0.1, 0.2, -0.6], [-0.1, 0.0, 0.1], [0.2, -0.2, 0.1], [-0.1, -0.2, 0.1], [0.1, 0.2, -0.1], [0.1, 0.1, 0.0], [-0.3, 0.2, 0.0], [0.1, 0.2, -0.2], [-0.1, -0.2, 0.2], [0.2, -0.2, 0.1], [0.0, 0.3, -0.1], [0.1, 0.1, -0.1], [-0.1, -0.1, 0.1], [0.3, 1.6, -1.5], [0.0, 0.1, 0.0], [0.0, 0.0, 0.1], [0.0, -0.2, 0.0], [0.0, 0.0, 0.0], [0.0, 0.0, 0.0], [0.0, 0.0, 0.0], [-4.0, -0.9, -1.5]]}